Record 1
Density functional theory data (ωB97M-V/def2-TZVPD) for a 2-piece molecular cluster, C19H19N2O5 overall.

Last columns: bonded neighbours and bond lengths (Å).
Atoms and positions in Å:
1 O -1.07 -3.42 3.46  C6 1.224
2 O 0.96 -4.85 -1.19  C7 1.251
3 O 0.34 -1.40 0.07  C8 1.229
4 O -0.50 -4.82 -2.85  C7 1.250
5 O -0.29 4.78 -2.56  C17 1.376, C18 1.377
6 C -1.91 -2.95 2.71  O1 1.224, N22 1.329, C23 1.510
7 C -0.15 -4.55 -1.68  O2 1.251, O4 1.250, C25 1.533
8 C 0.49 -2.50 0.59  O3 1.229, N21 1.338, C26 1.549
9 C 3.02 6.23 -1.60  C11 1.407, C13 1.405, H27 1.086
10 C -2.11 1.74 -1.34  C12 1.404, C14 1.404, H28 1.086
11 C 3.37 5.27 -0.64  C9 1.407, C15 1.403, H29 1.086
12 C -1.16 1.33 -0.39  C10 1.404, C16 1.402, H30 1.086
13 C 1.80 6.14 -2.30  C9 1.405, C17 1.397, H31 1.084
14 C -1.90 2.90 -2.11  C10 1.404, C18 1.397, H32 1.084
15 C 2.50 4.20 -0.36  C11 1.403, C19 1.395, H33 1.085
16 C 0.03 2.06 -0.22  C12 1.402, C20 1.396, H34 1.085
17 C 0.94 5.08 -2.02  O5 1.376, C13 1.397, C19 1.386
18 C -0.72 3.63 -1.93  O5 1.377, C14 1.397, C20 1.387
19 C 1.29 4.14 -1.06  C15 1.395, C17 1.386, C20 1.433
20 C 0.21 3.20 -1.00  C16 1.396, C18 1.387, C19 1.433
21 N 1.66 -2.79 1.15  C8 1.338, C24 1.461, H35 1.005
22 N -1.83 -2.99 1.38  C6 1.329, C26 1.468, H36 1.005
23 C -3.15 -2.29 3.27  C6 1.510, H37 1.088, H38 1.088, H39 1.088
24 C 2.03 -4.03 1.85  N21 1.461, H40 1.090, H41 1.093, H42 1.092
25 C -1.18 -3.85 -0.79  C7 1.533, C26 1.539, H43 1.092, H44 1.092
26 C -0.69 -3.51 0.62  C8 1.549, N22 1.468, C25 1.539, H45 1.089
27 H 3.70 7.05 -1.81  C9 1.086
28 H -3.02 1.15 -1.48  C10 1.086
29 H 4.31 5.34 -0.11  C11 1.086
30 H -1.32 0.43 0.19  C12 1.086
31 H 1.53 6.87 -3.05  C13 1.084
32 H -2.62 3.21 -2.85  C14 1.084
33 H 2.74 3.45 0.38  C15 1.085
34 H 0.78 1.72 0.49  C16 1.085
35 H 2.38 -2.10 1.02  N21 1.005
36 H -2.56 -2.56 0.84  N22 1.005
37 H -3.17 -1.25 2.96  C23 1.088
38 H -3.12 -2.36 4.36  C23 1.088
39 H -4.03 -2.81 2.90  C23 1.088
40 H 3.04 -3.95 2.24  C24 1.090
41 H 1.98 -4.87 1.15  C24 1.093
42 H 1.33 -4.21 2.67  C24 1.092
43 H -2.05 -4.51 -0.71  C25 1.092
44 H -1.52 -2.94 -1.29  C25 1.092
45 H -0.36 -4.44 1.08  C26 1.089

Results
HOMO in eV: -4.4
DFT total energy in eV: -33232.1816
Charge: -1
Spin multiplicity: 1

Atom charges from the natural (NBO) analysis, given in e for atoms 1 to 6: -0.657, -0.794, -0.686, -0.771, -0.428, 0.674

---

Record 2
Density functional theory data (ωB97M-V/def2-TZVPD) for a 3-piece molecular cluster, C31H60BN3O7S overall.

Last columns: bonded neighbours and bond lengths (Å).
Atoms and positions in Å:
1 C 1.64 2.72 3.17  C2 1.649, H36 1.184, H37 1.177, H38 1.183
2 C 1.29 1.17 3.63  C1 1.649, C3 1.671, H39 1.180, H40 1.175
3 C 2.54 0.46 4.49  C2 1.671, C4 1.648, H41 1.183, H42 1.175
4 C 2.65 -1.15 4.16  C3 1.648, C5 1.639, H43 1.178, H44 1.193
5 C 3.30 -1.50 2.70  C4 1.639, C6 1.660, H45 1.192, H46 1.185
6 C 4.91 -1.09 2.56  C5 1.660, C7 1.670, H47 1.175, H48 1.170
7 C 4.97 0.24 1.55  C6 1.670, C8 1.665, H49 1.190, H50 1.173
8 C 5.30 -0.18 -0.02  C7 1.665, C9 1.639, H51 1.170, H52 1.183
9 C 4.33 0.71 -0.99  C8 1.639, C10 1.639, H53 1.170, H54 1.194
10 C 4.15 0.15 -2.52  C9 1.639, C11 1.639, H55 1.193, H56 1.192
11 C 4.02 -1.48 -2.65  C10 1.639, C12 1.639, H57 1.192, H58 1.192
12 C 2.95 -2.18 -1.61  C11 1.639, C13 1.673, H59 1.193, H60 1.170
13 C 1.41 -2.31 -2.25  C12 1.673, C14 1.673, H61 1.181, H62 1.169
14 C 0.40 -1.85 -0.99  C13 1.673, C15 1.630, H63 1.194, H64 1.168
15 C 0.56 -0.29 -0.55  C14 1.630, C16 1.674, H65 1.194, H66 1.171
16 C -0.77 0.66 -0.88  C15 1.674, C17 1.638, B20 1.683, N23 1.491
17 C -1.45 0.26 -2.32  C16 1.638, O18 1.501, H67 1.168, H68 1.170
18 O -0.35 0.38 -3.34  C17 1.501, C19 1.485
19 C -0.87 0.05 -4.69  O18 1.485, H69 1.174, H70 1.171, H71 1.186
20 B -0.08 2.17 -1.15  C16 1.683, O21 1.489, O22 1.506
21 O 1.14 2.64 -0.44  B20 1.489, H72 1.003
22 O -0.69 3.16 -2.10  B20 1.506, H73 1.022
23 N -1.71 0.83 0.27  C16 1.491, C24 1.496, C28 1.498
24 C -2.82 1.81 0.08  N23 1.496, S25 1.912, H74 1.195, H75 1.169
25 S -2.70 3.36 1.19  C24 1.912, C26 1.874
26 C -3.72 4.76 0.47  S25 1.874, C27 1.664, H76 1.175, H77 1.192
27 C -3.83 5.91 1.67  C26 1.664, H78 1.180, H79 1.171, H80 1.192
28 C -2.07 -0.42 1.01  N23 1.498, C29 1.638, H81 1.196, H82 1.194
29 C -2.98 -1.51 0.20  C28 1.638, C30 1.645, C34 1.673
30 C -4.17 -1.18 -0.89  C29 1.645, C31 1.673, H83 1.170
31 C -5.07 -2.35 -1.68  C30 1.673, C32 1.659, H84 1.171
32 C -4.82 -3.96 -1.36  C31 1.659, C33 1.643, H85 1.170
33 C -3.66 -4.30 -0.25  C32 1.643, C34 1.673, H86 1.193
34 C -2.75 -3.13 0.52  C29 1.673, C33 1.673, C35 1.646
35 C -1.66 -3.71 1.61  C34 1.646, H87 1.190, H88 1.170, H89 1.194
36 H 0.80 3.09 2.43  C1 1.184
37 H 2.66 2.80 2.60  C1 1.177
38 H 1.62 3.40 4.14  C1 1.183
39 H 1.19 0.53 2.65  C2 1.180
40 H 0.28 1.06 4.21  C2 1.175
41 H 2.21 0.54 5.63  C3 1.183
42 H 3.53 1.06 4.27  C3 1.175
43 H 3.16 -1.70 5.07  C4 1.178
44 H 1.53 -1.55 4.13  C4 1.193
45 H 2.65 -1.08 1.79  C5 1.192
46 H 3.27 -2.68 2.58  C5 1.185
47 H 5.25 -0.74 3.62  C6 1.175
48 H 5.57 -1.96 2.13  C6 1.170
49 H 5.78 1.00 1.97  C7 1.190
50 H 3.93 0.77 1.68  C7 1.173
51 H 5.18 -1.34 -0.12  C8 1.170
52 H 6.41 0.19 -0.21  C8 1.183
53 H 3.33 0.90 -0.41  C9 1.170
54 H 4.85 1.78 -1.09  C9 1.194
55 H 3.26 0.66 -3.12  C10 1.193
56 H 5.14 0.45 -3.11  C10 1.192
57 H 3.66 -1.70 -3.76  C11 1.192
58 H 5.10 -1.98 -2.55  C11 1.192
59 H 3.31 -3.31 -1.48  C12 1.193
60 H 2.97 -1.70 -0.55  C12 1.170
61 H 1.17 -3.42 -2.57  C13 1.181
62 H 1.38 -1.56 -3.15  C13 1.169
63 H 0.79 -2.50 -0.07  C14 1.194
64 H -0.69 -2.22 -1.20  C14 1.168
65 H 1.44 0.16 -1.21  C15 1.194
66 H 0.90 -0.16 0.57  C15 1.171
67 H -1.86 -0.83 -2.40  C17 1.168
68 H -2.29 0.97 -2.70  C17 1.170
69 H -1.10 1.01 -5.33  C19 1.174
70 H -1.85 -0.59 -4.63  C19 1.171
71 H -0.04 -0.61 -5.22  C19 1.186
72 H 1.34 3.60 -0.64  O21 1.003
73 H -1.01 3.89 -1.46  O22 1.022
74 H -3.81 1.26 0.47  C24 1.195
75 H -3.07 2.12 -1.02  C24 1.169
76 H -4.77 4.45 0.06  C26 1.175
77 H -3.04 5.27 -0.37  C26 1.192
78 H -2.86 6.57 1.68  C27 1.180
79 H -4.83 6.52 1.63  C27 1.171
80 H -3.84 5.33 2.71  C27 1.192
81 H -2.75 -0.07 1.93  C28 1.196
82 H -1.15 -0.98 1.53  C28 1.194
83 H -4.45 -0.08 -1.16  C30 1.170
84 H -5.88 -2.04 -2.47  C31 1.171
85 H -5.43 -4.82 -1.87  C32 1.170
86 H -3.48 -5.45 0.04  C33 1.193
87 H -1.82 -4.88 1.79  C35 1.190
88 H -0.54 -3.42 1.39  C35 1.170
89 H -1.93 -3.20 2.65  C35 1.194
90 C 2.82 -6.61 -0.71  N91 1.488, H94 1.092, H95 1.092, H96 1.092
91 N 3.05 -5.45 0.20  C90 1.488, O92 1.236, O93 1.237
92 O 2.09 -4.71 0.42  N91 1.236
93 O 4.19 -5.32 0.65  N91 1.237
94 H 1.77 -6.60 -1.03  C90 1.092
95 H 3.49 -6.50 -1.56  C90 1.092
96 H 3.04 -7.52 -0.14  C90 1.092
97 C -6.97 5.59 -1.63  N98 1.488, H101 1.092, H102 1.092, H103 1.092
98 N -7.68 6.21 -0.49  C97 1.488, O99 1.236, O100 1.237
99 O -8.91 6.32 -0.57  N98 1.236
100 O -6.98 6.59 0.46  N98 1.237
101 H -7.70 5.31 -2.39  C97 1.092
102 H -6.26 6.32 -2.03  C97 1.092
103 H -6.45 4.70 -1.25  C97 1.092

Results
HOMO in eV: -8.3
DFT total energy in eV: -63412.3751
Spin multiplicity: 1

Atom charges from the Mulliken analysis, given in e for atoms 1 to 6: -0.825, 0.325, -0.547, -0.847, 1.077, -0.876

---

Number 1: gap between HOMO and LUMO 6.91 eV. Number 2: gap between HOMO and LUMO 8.11 eV.